The following is a DFT calculation (ωB97M-V with the def2-TZVPD basis set) of a molecular structure, C18H32BNO36S7 at a distorted geometry.

Last column: Mulliken charge in e.
Geometry (Å):
N  -0.719  -5.278  -2.907  -0.3829
H  -0.454  -6.248  -2.724  0.4002
H  -1.670  -5.290  -3.279  0.3882
H  -0.038  -4.872  -3.550  0.3813
H  -0.711  -4.725  -1.999  0.2509
O  -0.959  -3.941  -0.522  -0.9687
C  -0.148  -3.055  -0.406  0.8952
O  0.611  -2.599  -1.362  -0.8502
B  1.392  -1.421  -0.843  1.7949
O  1.019  -1.291  0.562  -0.3689
C  0.067  -2.172  0.848  0.5787
O  -0.460  -2.384  1.898  -0.6571
O  2.815  -1.642  -1.101  -0.8278
C  3.210  -0.913  -2.151  0.2996
O  4.205  -1.034  -2.771  -0.5848
C  2.072  0.082  -2.446  0.5430
O  1.045  -0.235  -1.654  -0.4243
O  2.130  0.933  -3.272  -0.5802
C  -2.758  -0.235  4.183  0.1338
C  -2.746  -0.139  2.637  0.5824
O  -3.860  0.717  2.332  -0.1814
S  -5.000  0.532  3.418  1.0926
O  -5.642  -0.714  3.194  -0.5429
O  -5.730  1.709  3.637  -0.5525
O  -3.971  0.320  4.639  -0.3856
H  -1.861  0.137  4.669  0.3308
H  -2.833  -1.296  4.441  -0.0018
H  -3.018  -1.141  2.292  -0.1366
H  -1.832  0.210  2.173  -0.3384
C  4.290  -2.727  1.599  0.1578
C  5.773  -3.068  1.534  -0.4290
O  6.380  -1.813  1.183  -0.3436
S  5.631  -0.628  1.987  1.0903
O  5.572  0.494  1.131  -0.5190
O  6.187  -0.495  3.277  -0.5594
O  4.218  -1.348  2.053  -0.1275
H  3.710  -3.356  2.272  0.3449
H  3.769  -2.631  0.647  -0.1594
H  5.935  -3.805  0.755  0.3317
H  6.135  -3.352  2.523  0.3542
C  0.556  2.180  0.964  0.1230
C  1.958  2.021  1.546  0.0574
O  1.938  2.762  2.773  -0.3715
S  0.463  3.297  3.090  1.1611
O  0.297  4.578  2.520  -0.5564
O  0.161  3.072  4.441  -0.5735
O  -0.266  2.221  2.150  -0.2004
H  0.202  1.345  0.363  -0.0782
H  0.398  3.088  0.376  0.0871
H  2.796  2.341  0.935  0.4124
H  2.050  0.948  1.746  -0.0538
C  -3.169  -4.107  3.303  0.0880
C  -3.027  -5.579  3.027  -0.2618
O  -3.592  -6.160  4.236  -0.3611
S  -4.746  -5.205  4.803  1.1365
O  -4.319  -4.783  6.087  -0.5625
O  -6.042  -5.713  4.627  -0.5344
O  -4.541  -4.031  3.723  -0.2307
H  -2.969  -3.458  2.456  -0.1345
H  -2.555  -3.776  4.146  0.2093
H  -2.031  -5.986  2.897  0.2995
H  -3.686  -5.903  2.218  0.3276
C  5.297  2.428  -3.742  -0.1035
C  4.265  2.805  -4.823  -0.0531
O  5.018  3.471  -5.859  -0.3728
S  6.516  3.791  -5.416  1.0729
O  6.583  5.037  -4.769  -0.5286
O  7.362  3.476  -6.497  -0.5282
O  6.596  2.642  -4.312  -0.3419
H  5.193  1.438  -3.310  0.1581
H  5.227  3.122  -2.893  0.2214
H  3.512  3.530  -4.531  0.2463
H  3.839  1.889  -5.228  0.2170
C  -0.775  4.676  -2.361  -0.0200
C  -1.245  5.035  -3.781  -0.4175
O  -2.373  5.886  -3.551  -0.3846
S  -3.219  5.259  -2.347  1.0931
O  -3.964  4.145  -2.797  -0.4975
O  -3.873  6.310  -1.688  -0.5749
O  -1.925  4.830  -1.526  -0.2064
H  0.079  5.185  -1.922  0.3716
H  -0.526  3.619  -2.391  0.0460
H  -1.569  4.120  -4.274  0.3110
H  -0.566  5.660  -4.348  0.3103
C  -2.875  -0.048  -0.739  0.3528
C  -2.898  1.461  -0.748  0.1840
O  -4.224  1.807  -1.104  -0.2679
S  -5.241  0.610  -0.881  1.0380
O  -5.735  0.056  -2.080  -0.6144
O  -6.178  1.036  0.072  -0.5059
O  -4.187  -0.471  -0.300  -0.3028
H  -2.152  -0.433  -0.024  -0.7505
H  -2.785  -0.531  -1.713  0.4231
H  -2.215  1.703  -1.570  0.1432
H  -2.587  2.019  0.132  0.2698

## Properties
E = -6280.667866 hartree
Energy above the lowest of the compared OMol25 structures with the same formula, charge and spin = 98.99 kJ/mol
Kohn-Sham gap = 8.63 eV

The following is a DFT calculation (ωB97M-V with the def2-TZVPD basis set) of 7 unconnected molecules or ions with the total composition C18H32Br10O at a distorted geometry.

Last column: Mulliken charge in e.
Geometry (Å):
C  -3.206  1.421  -1.691  -0.6878
C  -2.441  2.477  -1.219  -0.2868
C  -1.091  2.602  -1.558  -0.5906
C  -0.489  1.653  -2.361  -0.2409
C  -1.258  0.615  -2.880  -0.8098
C  -2.586  0.473  -2.528  -0.3322
H  -4.230  1.289  -1.379  0.5698
H  -2.849  3.177  -0.499  0.3752
H  -0.543  3.433  -1.134  0.3932
H  0.535  1.761  -2.688  0.6548
H  -0.759  -0.069  -3.557  0.4122
H  -3.205  -0.348  -2.870  0.4960
Br  -0.036  -7.138  -4.624  -0.1766
C  -0.552  -5.256  -4.190  -0.6304
C  -1.943  -5.183  -3.592  -0.5752
Br  -2.145  -3.281  -2.974  -0.0771
H  -0.538  -4.676  -5.110  0.3609
H  0.161  -4.770  -3.530  0.3816
H  -2.110  -5.785  -2.706  0.3671
H  -2.729  -5.368  -4.315  0.3802
Br  0.489  -3.218  0.256  -0.1360
C  -0.730  -1.710  -0.110  -0.2622
C  -0.513  -0.462  0.733  0.2449
Br  -0.694  -0.923  2.647  -0.1488
H  -1.719  -2.146  -0.031  0.3081
H  -0.593  -1.487  -1.166  0.0002
H  -1.291  0.244  0.456  0.1315
H  0.508  -0.108  0.690  -0.1935
Br  2.598  1.255  -0.678  -0.0562
C  4.045  2.573  -0.651  -0.7289
C  5.391  1.879  -0.523  -0.5090
Br  6.771  3.128  -1.047  -0.1643
H  3.880  3.167  0.247  0.4011
H  3.997  3.286  -1.469  0.4909
H  5.515  1.043  -1.202  0.3389
H  5.539  1.560  0.503  0.2937
Br  -6.029  0.585  4.177  -0.1630
C  -4.736  -0.028  2.812  -0.5533
C  -5.481  -0.330  1.522  -0.6294
Br  -4.291  -1.210  0.209  -0.0827
H  -4.304  -0.906  3.274  0.3462
H  -4.018  0.771  2.652  0.3187
H  -5.908  0.552  1.053  0.3886
H  -6.335  -0.944  1.809  0.4329
Br  5.312  -1.480  0.772  -0.1555
C  3.652  -2.256  1.526  -0.2533
C  3.229  -1.535  2.787  -0.3649
Br  4.416  -2.116  4.260  -0.1646
H  3.794  -3.316  1.692  0.4741
H  2.818  -2.033  0.852  -0.1371
H  2.199  -1.840  2.976  0.2210
H  3.202  -0.455  2.664  0.3230
C  0.536  3.372  1.729  -0.5549
C  1.737  3.271  2.630  -0.1039
O  2.171  4.546  3.143  -0.5658
H  -0.384  3.527  2.298  0.3705
H  0.452  2.452  1.154  -0.0902
H  0.588  4.249  1.079  0.3313
H  2.608  2.873  2.102  -0.0878
H  1.486  2.631  3.481  0.3779
H  2.107  4.513  4.098  0.3280

## Properties
E = -26520.426208 hartree
Kohn-Sham gap = 9.87 eV

The following is a DFT calculation (ωB97M-V with the def2-TZVPD basis set) of a molecular structure, C18H32BrIN2O5 at a distorted geometry.

Last column: Mulliken charge in e.
Geometry (Å):
N  4.577  -1.596  1.700  -0.6828
C  4.242  -0.335  1.018  -0.6111
C  3.816  0.818  1.959  -0.7429
C  2.368  1.312  1.810  -1.0922
C  1.346  0.199  1.571  0.8518
C  0.894  0.197  0.099  -0.2475
O  1.571  0.460  -0.873  -0.6107
N  -0.483  -0.163  0.022  -0.2461
C  -0.912  -0.544  1.358  0.5231
C  -1.094  -2.031  1.656  -1.3513
C  -0.113  -2.959  0.997  -0.0608
O  0.799  -2.617  0.276  -0.4600
C  0.001  0.276  2.302  -0.6226
Br  0.037  -0.290  4.144  -0.0793
I  -0.762  2.323  2.261  0.2337
H  5.219  -1.382  2.450  0.2657
H  3.744  -1.995  2.110  0.2546
H  3.489  -0.549  0.270  0.3556
H  5.140  -0.026  0.492  0.3912
H  4.465  1.667  1.766  0.3595
H  3.958  0.493  2.986  0.3861
H  2.292  2.039  1.010  0.4444
H  2.101  1.821  2.733  0.3305
H  1.729  -0.795  1.804  0.2298
H  -1.013  0.633  -0.305  0.3843
H  -1.915  -0.139  1.480  0.5981
H  -1.064  -2.242  2.719  0.3386
H  -2.090  -2.336  1.341  0.4180
H  -0.256  -4.028  1.224  0.4538
C  -2.858  -6.219  1.570  -1.0347
C  -3.015  -5.370  2.808  0.8622
O  -2.288  -4.429  3.032  -0.4899
C  -4.123  -5.750  3.756  -1.2161
H  -2.032  -5.848  0.969  0.2033
H  -2.660  -7.254  1.851  0.3558
H  -3.774  -6.187  0.978  0.3315
H  -3.972  -6.768  4.119  0.3452
H  -5.086  -5.700  3.245  0.3468
H  -4.130  -5.066  4.601  0.3017
C  -2.173  5.807  -2.114  -1.1729
C  -1.397  5.092  -1.034  0.5917
O  -1.238  5.583  0.060  -0.5718
C  -0.830  3.745  -1.391  0.0222
H  -2.527  6.764  -1.738  0.3332
H  -1.532  5.973  -2.982  0.2990
H  -3.028  5.202  -2.421  0.3198
H  -0.139  3.834  -2.236  0.0982
H  -1.639  3.061  -1.661  0.3349
H  -0.296  3.346  -0.533  -0.2317
C  0.521  1.310  -4.392  -0.7624
C  0.671  2.702  -4.954  0.8533
O  0.688  3.675  -4.236  -0.5703
C  0.803  2.826  -6.452  -1.2358
H  0.445  1.353  -3.308  -0.0075
H  -0.374  0.837  -4.801  0.3296
H  1.388  0.705  -4.658  0.3672
H  -0.080  2.412  -6.941  0.3253
H  1.682  2.278  -6.794  0.3405
H  0.906  3.874  -6.724  0.3200

## Properties
E = -4062.471431 hartree
Energy above the lowest of the compared OMol25 structures with the same formula, charge and spin = 0.00 kJ/mol
Kohn-Sham gap = 9.24 eV

Looking at M for the records above, in order, we have 1073.7; 1063.5; 563.3 g/mol.
Looking at LUMO for the records above, in order, we have -2.3; 0.2; 0.3 eV.